# 1
C6H16BNO5 | the ωB97M-V functional and the def2-TZVPD basis

Summary:
SMILES	OCCN(CCO)CCOB(O)O
HOMO-LUMO gap	8.0	eV
LUMO	0.29	eV
relative energy (zero: lowest compared OMol25 entry of this formula, charge and spin)	24.13	kcal per mole
energy	-18886.921	eV

Each line ends with the natural charge from an NBO analysis.
Element x y z (Å)
O 0.48 3.34 -1.96  -0.880
O -1.06 1.53 -2.37  -0.933
O 2.24 -0.87 1.47  -0.740
O -2.47 0.81 0.29  -0.738
O 1.03 1.12 -1.32  -0.732
B 0.17 2.03 -1.87  1.247
N -0.16 -0.77 0.51  -0.495
C 1.52 -2.11 1.60  -0.074
C -1.74 0.85 1.48  -0.069
C 0.87 -0.18 -1.69  -0.074
C -0.02 -2.01 1.32  -0.233
C -0.29 0.49 1.26  -0.244
C -0.30 -0.88 -0.92  -0.239
H 1.46 3.30 -1.77  0.502
H -1.63 2.19 -2.78  0.508
H 2.09 -0.41 0.60  0.483
H -1.97 1.20 -0.47  0.472
H 1.92 -2.83 0.88  0.160
H 1.61 -2.59 2.63  0.184
H -1.90 1.88 1.90  0.163
H -2.09 0.00 2.08  0.167
H 0.78 -0.33 -2.80  0.180
H 1.83 -0.55 -1.32  0.165
H -0.75 -1.88 2.08  0.192
H -0.33 -2.84 0.72  0.195
H 0.10 1.30 0.69  0.189
H 0.27 0.46 2.14  0.221
H -1.17 -0.32 -1.20  0.212
H -0.51 -1.95 -1.17  0.210

---

# 2
C10H22FHfN2O4S | the ωB97M-V functional and the def2-TZVPD basis

Summary:
HOMO-LUMO gap	4.3	eV
LUMO	-14.42	eV
charge	+3
energy	-36723.371	eV

Each line ends with the Mulliken charge.
Element x y z (Å)
Hf 1.37 -0.24 -0.27  2.042
F -0.46 0.60 0.88  -0.375
C -0.80 -3.89 -1.98  -1.153
C -1.21 -2.63 -1.18  0.759
O -0.36 -1.76 -0.86  -0.306
N -2.49 -2.31 -1.01  -0.167
C -2.89 -1.28 -0.05  -0.786
H 0.20 -4.23 -1.71  0.305
H -0.52 -3.60 -2.99  0.358
H -1.61 -4.59 -2.19  0.389
H -3.25 -2.88 -1.36  0.290
H -2.91 -0.29 -0.51  0.305
H -2.50 -1.31 0.97  0.224
H -3.95 -1.53 -0.16  0.374
C -0.47 -1.49 3.68  -1.042
C 0.66 -2.15 2.80  0.663
O 0.75 -1.98 1.55  -0.397
N 1.32 -3.20 3.27  -0.136
C 2.38 -4.05 2.57  -0.797
H -0.20 -1.49 4.74  0.411
H -1.47 -1.91 3.61  0.335
H -0.58 -0.42 3.47  0.285
H 1.17 -3.52 4.22  0.291
H 2.67 -4.94 3.12  0.350
H 3.29 -3.55 2.24  0.268
H 1.86 -4.53 1.74  0.295
C -0.18 3.97 -2.68  -0.421
C 0.97 5.05 -2.64  -0.651
C 2.01 4.64 -1.52  -0.662
S 1.05 3.69 -0.23  0.971
O 0.75 4.48 1.00  -0.504
O 1.53 2.32 -0.18  -0.604
C -0.56 3.76 -1.27  -0.571
H 0.23 3.05 -3.10  0.169
H -0.96 4.29 -3.37  0.371
H 0.47 6.01 -2.48  0.356
H 1.57 5.12 -3.54  0.357
H 2.49 5.50 -1.07  0.372
H 2.85 4.02 -1.82  0.409
H -1.16 4.46 -0.69  0.384
H -1.02 2.82 -0.97  0.241

---

# 3
C10H16ClNO4 | the ωB97M-V functional and the def2-TZVPD basis

Summary:
SMILES	CC(=O)N(C)CCCC[C@@H]1OC(=O)O[C@@H]1Cl
HOMO-LUMO gap	10.0	eV
LUMO	0.45	eV
relative energy (zero: lowest compared OMol25 entry of this formula, charge and spin)	0.00	kcal per mole
energy	-32825.157	eV

Each line ends with the natural charge from an NBO analysis.
Element x y z (Å)
C 3.93 0.27 0.84  -0.739
C 2.31 -0.01 0.93  0.691
O 1.75 0.04 2.15  -0.560
N 1.40 -0.35 -0.23  -0.533
C 1.90 0.18 -1.56  -0.441
C 1.02 -1.81 -0.28  -0.226
C -0.47 -2.01 0.40  -0.436
C -1.73 -1.74 -0.62  -0.414
C -2.59 -0.36 -0.25  -0.456
C -1.62 0.95 -0.04  0.056
O -1.14 1.25 1.32  -0.489
C -2.25 2.07 1.89  0.955
O -2.45 2.23 3.21  -0.538
O -3.08 2.70 0.81  -0.509
C -2.24 2.47 -0.38  0.081
Cl -2.98 2.66 -2.07  -0.031
H 4.39 -0.52 0.08  0.225
H 4.22 1.37 0.57  0.254
H 4.38 -0.01 1.90  0.264
H 3.03 -0.07 -1.79  0.197
H 1.71 1.33 -1.73  0.216
H 1.27 -0.38 -2.40  0.212
H 1.12 -2.31 -1.35  0.214
H 1.78 -2.40 0.43  0.206
H -0.61 -1.31 1.35  0.257
H -0.53 -3.15 0.76  0.215
H -2.50 -2.64 -0.50  0.225
H -1.35 -1.69 -1.74  0.201
H -3.31 -0.10 -1.15  0.237
H -3.26 -0.61 0.70  0.229
H -0.86 0.84 -0.93  0.224
H -1.25 3.12 -0.29  0.211

---

# 4
C17H24N6O4 | the ωB97M-V functional and the def2-TZVPD basis

Summary:
SMILES	CNC(=O)[C@@H](NC(C)=O)[C@@H](C)O.NC(=O)c1cnn(-c2ccccc2)c1N
HOMO-LUMO gap	9.0	eV
LUMO	0.52	eV
relative energy (zero: lowest compared OMol25 entry of this formula, charge and spin)	0.00	kcal per mole
energy	-35150.148	eV

Each line ends with the natural charge from an NBO analysis.
Element x y z (Å)
O -1.80 3.09 -3.36  -0.661
O 3.13 -4.04 0.54  -0.629
O -1.30 -3.41 -2.78  -0.625
N -0.46 4.88 0.66  -0.269
O -0.55 -0.94 0.14  -0.741
C -1.48 4.10 -2.76  0.664
C 1.96 -4.22 0.25  0.679
C -0.40 -2.84 -2.18  0.664
C -0.83 5.24 -0.55  0.016
C -1.03 4.09 -1.39  -0.351
C -0.74 3.02 -0.61  0.419
C 0.69 1.25 4.04  -0.219
C 1.11 0.84 2.77  -0.213
C -0.08 2.41 4.18  -0.196
C 0.76 1.59 1.64  -0.277
C -0.42 3.16 3.04  -0.229
C -0.02 2.75 1.76  0.224
N -1.59 5.26 -3.47  -0.816
N -0.86 1.72 -1.10  -0.837
N -0.39 3.51 0.64  -0.242
N 0.36 -1.97 -2.88  -0.604
N 1.28 -3.24 -0.33  -0.631
C 1.29 -5.54 0.55  -0.717
C 1.49 -1.15 -2.46  -0.431
C -0.84 -2.66 1.70  -0.645
C -0.15 -3.21 -0.71  -0.155
C -0.96 -2.29 0.22  0.097
H 0.08 -0.81 0.86  0.481
H -0.98 6.27 -0.86  0.203
H 0.96 0.67 4.92  0.219
H 1.73 -0.05 2.67  0.217
H -0.40 2.74 5.16  0.222
H 1.12 1.30 0.66  0.225
H -1.02 4.06 3.15  0.238
H -1.11 6.08 -3.12  0.384
H -1.75 5.14 -4.46  0.410
H -1.03 0.96 -0.44  0.420
H -1.33 1.67 -2.01  0.443
H 0.06 -1.87 -3.83  0.412
H 1.81 -2.41 -0.53  0.410
H 0.93 -5.98 -0.38  0.230
H 0.47 -5.39 1.25  0.222
H 2.03 -6.21 1.00  0.250
H 1.26 -0.61 -1.54  0.212
H 2.38 -1.76 -2.33  0.194
H 1.69 -0.40 -3.23  0.226
H 0.19 -2.59 2.05  0.209
H -1.20 -3.68 1.85  0.217
H -1.47 -1.99 2.30  0.231
H -0.57 -4.21 -0.60  0.248
H -2.01 -2.34 -0.07  0.199

---

# 5
C8H21ClIMoO2P2 | the ωB97M-V functional and the def2-TZVPD basis

Summary:
HOMO-LUMO gap (spin up / spin down)	6.9 / 5.3	eV
LUMO (spin up / spin down)	-14.01 / -14.86	eV
2S+1	3
charge	+3
⟨S²⟩	2.0853
energy	-53756.364	eV

Each line ends with the natural charge from an NBO analysis.
Element x y z (Å)
C -0.41 -1.14 -3.82  -0.668
I -2.03 -1.94 -2.39  0.595
H 0.45 -0.59 -3.44  0.230
H -1.01 -0.57 -4.54  0.299
H -0.15 -2.04 -4.39  0.299
Mo -0.15 -0.45 -1.07  0.532
P 0.98 -2.21 -0.29  1.161
C -0.09 -3.60 0.23  -0.944
C 2.18 -2.91 -1.47  -0.958
H 2.60 -1.01 1.06  0.278
H 2.51 -2.72 1.58  0.306
H 1.24 -1.59 2.07  0.266
C 1.92 -1.86 1.25  -0.939
H 2.94 -2.15 -1.70  0.287
H 2.65 -3.79 -1.01  0.309
H 0.52 -4.45 0.58  0.309
H -0.72 -3.93 -0.60  0.256
H 1.68 -3.21 -2.40  0.263
H -0.74 -3.29 1.07  0.272
C -0.99 -0.40 0.77  0.582
O -1.35 -0.40 1.93  -0.347
Cl 1.97 0.72 -0.95  -0.145
C -0.86 4.67 0.62  -0.946
P -0.98 2.88 0.69  1.838
C 0.34 2.30 1.79  -0.994
C -2.46 2.51 1.66  -1.000
O -1.03 2.24 -0.66  -0.715
H -0.72 5.03 -0.41  0.306
H -0.01 4.98 1.22  0.299
H -1.79 5.09 1.02  0.302
H 0.58 3.11 2.50  0.310
H -0.05 1.43 2.33  0.252
H 1.21 2.00 1.19  0.266
H -3.14 1.87 1.10  0.272
H -2.14 1.95 2.55  0.270
H -2.93 3.45 1.95  0.297

---

# 6
C4H9N2O2 | the ωB97M-V functional and the def2-TZVPD basis

Summary:
SMILES	NCC[C@H](N)C(=O)[O-]
HOMO-LUMO gap	7.8	eV
LUMO	4.10	eV
charge	-1
relative energy (zero: lowest compared OMol25 entry of this formula, charge and spin)	36.82	kcal per mole
energy	-11369.569	eV

Each line ends with the natural charge from an NBO analysis.
Element x y z (Å)
O 1.97 -1.54 -0.47  -0.776
C 1.21 -1.18 0.40  0.761
O 1.37 -1.17 1.58  -0.775
C -0.14 -0.45 -0.05  -0.179
C 0.03 1.03 0.14  -0.399
C -1.33 1.86 -0.37  -0.230
N -1.32 1.96 -1.83  -0.858
N -1.21 -0.88 0.85  -0.868
H -0.49 -0.87 -1.05  0.161
H 0.79 1.36 -0.45  0.183
H 0.16 1.37 1.14  0.205
H -2.15 1.09 -0.06  0.206
H -1.34 2.85 0.11  0.173
H -1.37 1.16 -2.30  0.352
H -0.60 2.55 -2.12  0.341
H -0.82 -1.51 1.53  0.375
H -1.82 -1.51 0.38  0.328